Entry 1:
Here is a molecular structure, C51H47N4O3P2ReS from OMol25. Energies are from ωB97M-V with the def2-TZVPD basis set.

Structure (XYZ):
```
109
Properties=species:S:1:pos:R:3
Re 0.325 -0.012 0.065
C 1.916 -0.851 5.277
O 2.024 -0.623 3.857
C 1.109 0.049 3.204
O 1.267 0.175 1.979
N 0.093 0.595 3.888
N -0.791 1.459 3.241
H 2.783 -1.449 5.532
H 1.006 -1.411 5.498
H 1.958 0.094 5.820
H 0.068 0.512 4.893
H -0.658 2.399 3.596
H -1.741 1.153 3.419
O -3.137 0.112 -0.658
C -3.223 0.010 0.736
C -4.298 0.687 1.300
C -4.589 0.544 2.643
C -3.810 -0.302 3.423
C -2.772 -1.010 2.844
C -2.462 -0.898 1.480
P -1.076 -1.898 0.802
C -0.537 -3.023 2.105
C -1.402 -3.957 2.682
C -0.914 -4.888 3.579
C 0.445 -4.914 3.889
C 1.313 -4.011 3.298
C 0.823 -3.067 2.403
C -1.834 -3.047 -0.400
C -3.109 -2.888 -0.938
C -3.615 -3.822 -1.834
C -2.862 -4.929 -2.193
C -1.612 -5.125 -1.621
C -1.107 -4.199 -0.723
C -1.979 2.353 -1.200
C -3.118 3.059 -1.834
C -2.991 3.891 -2.899
C -1.711 4.039 -3.459
C -0.560 3.449 -2.913
C -0.641 2.694 -1.776
P 0.886 2.166 -0.824
C 1.046 3.641 0.239
C 0.913 4.943 -0.248
C 1.115 6.028 0.587
C 1.472 5.828 1.916
C 1.626 4.539 2.404
C 1.406 3.449 1.572
C 2.211 2.407 -2.042
C 2.209 1.648 -3.214
C 3.266 1.725 -4.105
C 4.350 2.549 -3.823
C 4.364 3.301 -2.659
C 3.300 3.235 -1.770
H -4.923 1.300 0.663
H -5.433 1.066 3.074
H -4.036 -0.439 4.472
H -2.197 -1.690 3.457
H -2.453 -3.971 2.418
H -1.583 -5.609 4.028
H 0.823 -5.657 4.579
H 2.372 -4.051 3.514
H 1.504 -2.376 1.921
H -3.734 -2.056 -0.658
H -4.610 -3.691 -2.237
H -3.264 -5.657 -2.884
H -1.044 -6.017 -1.849
H -0.173 -4.417 -0.218
H -4.097 2.873 -1.403
H -3.840 4.400 -3.331
H -1.598 4.661 -4.341
H 0.398 3.663 -3.370
H 0.673 5.124 -1.288
H 1.008 7.033 0.202
H 1.643 6.677 2.563
H 1.932 4.384 3.431
H 1.523 2.442 1.953
H 1.371 1.002 -3.445
H 3.248 1.145 -5.019
H 5.178 2.609 -4.516
H 5.203 3.948 -2.440
H 3.325 3.836 -0.870
C 0.188 -1.363 -3.306
C -0.898 -0.500 -2.799
C -2.077 -0.166 -3.612
C -2.871 0.589 -2.871
C -2.253 0.771 -1.501
C -2.019 2.746 0.300
N -0.954 0.028 -1.617
H 0.321 -1.217 -4.378
H -0.105 -2.407 -3.156
H 1.126 -1.187 -2.786
H -2.244 -0.534 -4.613
H -3.859 0.952 -3.108
H -1.709 3.787 0.390
H -1.342 2.144 0.907
H -3.022 2.643 0.698
S 4.874 -0.364 -0.399
C 3.319 0.234 -0.106
N 2.307 -0.560 -0.375
C 2.791 -1.802 -0.820
C 2.027 -2.928 -1.110
C 2.668 -4.079 -1.511
C 4.066 -4.125 -1.626
C 4.836 -3.022 -1.328
C 4.181 -1.861 -0.915
H 3.186 1.220 0.311
H 0.952 -2.876 -1.029
H 2.090 -4.964 -1.740
H 4.545 -5.039 -1.945
H 5.914 -3.060 -1.401
```

Computed properties:
charge: +3
spin multiplicity: 2
⟨S²⟩: 0.76
highest occupied orbital energy (spin up / spin down): -15.14 / -14.78 eV
Kohn-Sham gap (spin up / spin down): 0.192 / 0.179 Ha
E_LUMO (spin up / spin down): -0.36456 / -0.36463 Ha
relative energy (zero: lowest compared OMol25 entry of this formula, charge and spin): 0.0 kcal per mole



Entry 2:
Here is a molecular structure, C22H35F3N4O5S2 at a distorted geometry from OMol25. Energies are from ωB97M-V with the def2-TZVPD basis set.

Structure (XYZ):
```
71
Properties=species:S:1:pos:R:3
C -0.169 -1.176 3.761
C -0.343 0.347 3.367
O 0.502 0.793 2.304
C 0.214 0.135 1.060
C -0.203 1.260 -0.003
O 0.018 0.854 -1.364
C -1.190 0.448 -2.025
C -2.143 -0.465 -1.183
C -1.897 -1.967 -1.076
C -0.732 -2.761 -1.758
S 0.961 -2.111 -1.440
C 1.906 -3.278 -0.381
C 3.357 -2.613 -0.183
C -2.847 -2.784 -0.301
C -4.055 -2.233 0.391
N -5.048 -2.859 1.121
S -6.118 -1.653 1.593
N -5.426 -0.285 0.948
C -4.297 -0.735 0.290
C -3.318 0.110 -0.511
C -3.689 1.654 -0.594
O -5.065 1.849 -0.993
C -5.321 1.385 -2.272
F -4.239 1.429 -3.118
F -6.292 2.223 -2.810
F -5.879 0.130 -2.201
H 0.553 -1.293 4.627
H 0.196 -1.837 2.931
H -1.161 -1.570 4.145
H -0.038 0.948 4.280
H -1.430 0.634 3.188
H 1.196 -0.273 0.670
H -0.586 -0.652 1.120
H -1.223 1.675 0.210
H 0.521 2.111 0.193
H -1.709 1.370 -2.411
H -0.869 -0.133 -2.946
H -0.939 -2.884 -2.866
H -0.751 -3.818 -1.348
H 1.455 -3.454 0.640
H 2.096 -4.281 -0.853
H 4.193 -3.378 -0.186
H 3.388 -1.887 0.673
H 3.509 -1.982 -1.120
H -2.698 -3.899 -0.241
H -3.611 2.022 0.474
H -2.944 2.245 -1.185
C 7.089 -2.829 0.217
O 5.959 -3.148 0.538
N 7.823 -3.424 -0.754
C 9.166 -2.989 -1.083
C 7.244 -4.534 -1.489
H 7.619 -1.999 0.712
H 9.197 -2.679 -2.130
H 9.860 -3.819 -0.930
H 9.468 -2.151 -0.454
H 6.330 -4.200 -1.984
H 6.990 -5.334 -0.790
H 7.948 -4.907 -2.231
C -2.403 4.781 0.954
O -1.408 4.191 0.574
N -2.693 6.076 0.686
C -3.901 6.714 1.173
C -1.763 6.851 -0.116
H -3.173 4.284 1.569
H -4.489 7.065 0.322
H -3.629 7.565 1.802
H -4.501 6.016 1.757
H -1.647 6.374 -1.092
H -0.791 6.871 0.380
H -2.129 7.868 -0.247
```

Computed properties:
highest occupied orbital energy: -8.17 eV
Kohn-Sham gap: 0.267 Ha
E_LUMO: -0.03317 Ha



Entry 3:
Here is a single C5H4FNO molecule from OMol25. Energies are from ωB97M-V with the def2-TZVPD basis set.

Structure (XYZ):
```
12
Properties=species:S:1:pos:R:3
F 2.302 -1.095 -0.003
C 2.233 0.256 -0.002
C 1.066 0.881 0.001
C -0.231 0.224 -0.004
C -0.554 -1.092 -0.001
O -1.914 -1.183 0.007
C -2.345 0.098 0.001
N -1.401 0.981 -0.004
H 3.224 0.719 0.014
H 1.065 1.972 0.022
H -0.012 -2.002 -0.006
H -3.435 0.243 -0.024
```

Computed properties:
highest occupied orbital energy: -8.87 eV
Kohn-Sham gap: 0.362 Ha
E_LUMO: 0.03625 Ha
relative energy (zero: lowest compared OMol25 entry of this formula, charge and spin): 18.9 kcal per mole



Entry 4:
Here is 2 unconnected molecules or ions with the total composition C4H13NOS at a distorted geometry from OMol25. Energies are from ωB97M-V with the def2-TZVPD basis set.

Structure (XYZ):
```
20
Properties=species:S:1:pos:R:3
N -1.565 2.212 0.098
C -1.176 0.936 0.799
C -1.502 -0.286 -0.010
C -0.597 -0.426 -1.221
C 0.850 -0.733 -0.816
S 0.927 -2.231 0.305
H -2.491 2.580 0.126
H -1.319 2.040 -0.894
H -0.121 1.014 1.123
H -1.716 1.034 1.832
H -1.476 -1.215 0.685
H -2.681 -0.084 -0.399
H -0.469 0.530 -1.916
H -0.911 -1.117 -2.000
H 1.269 0.055 -0.249
H 1.490 -0.902 -1.654
H 0.491 -3.030 -0.702
O 1.955 2.210 0.529
H 1.012 2.491 0.292
H 1.952 2.189 1.446
```

Computed properties:
highest occupied orbital energy: -8.95 eV
Kohn-Sham gap: 0.359 Ha
E_LUMO: 0.03058 Ha
relative energy (zero: lowest compared OMol25 entry of this formula, charge and spin): 35.1 kcal per mole